Entry 1:
Below is one molecule with the formula C25H50INO6P2S in a non-equilibrium geometry, with properties calculated with ωB97M-V/def2-TZVPD.

SMILES: CCOP(=O)(CCC[C@@]1(CCCCCCCCCCCCOC)[C@H](I)[N@@H+](C(=O)[O-])C[C@H]1[PH2]=S)OCC
E_LUMO, Eh: -0.014
HOMO energy, eV: -8.6237

ORCA input file:
```
! RIJCOSX wB97M-V def2-TZVPD def2/J DEFGRID3
* xyz 0 1
I -4.00155 -3.33931 1.12921
S 0.46968 -5.71384 3.31386
P 3.45569 -2.34133 -1.92427
P 1.46022 -4.11365 2.82278
O 2.81425 -2.88792 -3.46642
O 3.33364 -0.62446 -1.66400
O -1.69467 6.21107 1.32446
O 4.91437 -2.93825 -1.80525
O -3.29101 -3.88787 4.72707
O -3.87767 -1.56362 4.88917
N -1.97247 -2.27608 3.26314
C 2.88299 -1.83200 -4.48777
C 1.80967 -2.29204 -5.68528
C -2.01047 -3.18762 2.01918
C 0.39283 -2.62886 2.27916
C -0.74713 3.93682 -1.24189
C -1.22463 -0.41092 -2.16187
C -2.56320 3.12506 1.34579
C -0.05168 0.71641 -1.97408
C -0.36417 1.98018 -2.97481
C -0.25356 -3.98167 -0.05420
C -1.80981 -1.05625 -0.77555
C -0.99251 2.67552 1.20947
C -3.01487 -2.63729 4.29881
C 0.84644 -3.48711 -1.16405
C -3.01588 6.46363 0.72686
C -0.70469 -2.83623 1.03429
C -2.83400 4.19659 2.56749
C -0.71164 -1.28192 0.41636
C 2.35709 -3.22825 -0.58137
C 0.26979 3.41663 -2.42058
C 4.43858 -0.09674 -0.84942
C -0.08171 3.61802 0.22332
C -1.78546 5.45667 2.58500
C 4.17002 -0.23285 0.79551
C -0.49035 -2.31916 3.66239
H -1.04522 -0.60301 1.33224
H 0.39970 -1.05672 0.12928
H -3.96790 4.49400 2.50670
H -0.70516 5.00080 2.78123
H 4.11042 -1.34868 1.14705
H -1.51139 2.12886 -3.18116
H -3.16762 2.13987 1.64028
H -0.85267 -1.25133 -2.89649
H 0.11788 -4.99025 0.41945
H 2.04065 -1.77100 -6.71115
H 5.50358 -0.48390 -1.14197
H -1.89912 -4.25020 2.54398
H -2.98540 7.49821 0.13234
H 2.51744 -0.77563 -4.13768
H 0.20880 4.15445 -3.35080
H 3.94401 -1.84792 -4.98444
H 0.17211 1.03014 -0.86942
H -0.99546 1.53198 0.90127
H 0.76033 -1.85566 -5.32011
H -1.76274 3.33783 -1.38464
H 2.41737 -2.53920 0.36240
H -3.88562 6.57821 1.51846
H 0.93901 -4.36794 -1.96075
H -2.22196 -2.13878 -1.06265
H 0.54294 -2.53444 -1.77617
H -0.09089 -1.42592 4.34377
H 4.45790 1.08094 -1.04501
H -0.50541 -3.20187 4.46128
H -2.67316 3.58099 3.57711
H 3.13697 0.33811 0.97228
H -1.23892 -4.26177 -0.66679
H -3.26182 5.64685 -0.09194
H 1.68867 -3.45417 -5.75630
H 0.17639 1.76591 -3.99994
H -0.54479 2.69519 2.31381
H -0.97818 5.07705 -1.41218
H -2.74085 -0.46836 -0.34578
H -2.01957 6.13253 3.52554
H 2.16654 -3.68218 4.03733
H -2.15457 0.09933 -2.70969
H 0.95513 0.21846 -2.37907
H -2.16285 -1.24200 3.10137
H -3.05639 3.52105 0.36130
H 4.96980 0.40774 1.40748
H 2.87761 -4.28779 -0.43191
H 1.39491 3.33968 -2.10690
H 2.48731 -4.50886 1.89355
H 0.29445 4.62691 0.73414
H 1.10747 -1.68277 2.17070
H 0.91813 3.00391 0.00606
*
```

Entry 2:
Below is one molecule with the formula C4H8N2, with properties calculated with ωB97M-V/def2-TZVPD.

SMILES: C1N[C@H]1[C@H]1CN1
Energy above the lowest of the compared OMol25 structures with the same formula, charge and spin, kcal per mole: 48.2
E_LUMO, Eh: 0.039
HOMO energy, eV: -9.2490

ORCA input file:
```
! RIJCOSX wB97M-V def2-TZVPD def2/J DEFGRID3
* xyz 0 1
N -0.82240 0.81456 0.92105
N 1.10162 -1.30279 0.26731
C 1.89277 -0.11499 -0.05093
C 0.62232 -0.38544 -0.75655
C -0.58139 0.46744 -0.47549
C -1.75046 -0.09061 0.23980
H 0.59229 -1.12591 1.13319
H 2.84655 -0.30428 -0.53713
H 1.88263 0.70029 0.66969
H -1.22043 1.74766 0.98351
H -1.69937 -1.11777 0.59424
H 0.65446 -0.79278 -1.76692
H -2.75052 0.25652 -0.00911
H -0.76808 1.24809 -1.21266
*
```

Entry 3:
Below is C40H76BF6HgN4O12P as an isolated structure in a non-equilibrium geometry, with properties calculated with ωB97M-V/def2-TZVPD.

Energy above the lowest of the compared OMol25 structures with the same formula, charge and spin, kcal per mole: 0.0
E_LUMO, Eh: -0.128
HOMO energy, eV: -7.3676

ORCA input file:
```
! RIJCOSX wB97M-V def2-TZVPD def2/J DEFGRID3
* xyz 0 1
Hg 9.64664 17.23430 -15.42487
P 9.43348 18.09288 -12.44929
F 9.82169 19.52002 -11.90212
F 8.10896 17.99713 -11.58808
F 10.25203 17.36679 -11.30839
F 9.19148 16.58988 -13.16220
F 8.57371 18.74790 -13.71054
F 10.72678 18.16733 -13.49578
O 10.96039 18.74735 -16.19376
O 8.05214 15.76570 -16.30194
O 14.84194 20.59564 -15.12259
O 16.98054 20.78343 -14.41413
O 3.51918 22.04490 -10.56122
O 13.46194 20.95601 -17.07671
O 17.52011 19.39011 -16.92432
O 13.16473 18.95220 -15.84524
O 12.96630 12.19786 -9.50240
O 15.26616 19.39975 -17.08933
O 11.37372 21.01440 -17.92639
O 12.14785 24.80199 -14.45122
N 12.72970 13.42376 -8.83520
N 7.87788 15.16104 -15.01775
N 11.58874 24.33092 -13.26025
N 3.95558 22.23881 -11.89885
C 6.22508 21.15608 -11.57582
C 10.34050 12.85803 -8.54368
C 6.30805 14.82031 -13.16809
C 5.35988 24.35863 -11.42288
C 12.10948 23.06549 -12.74752
C 8.32866 13.32665 -13.51739
C 12.04707 19.28051 -16.37272
C 8.53311 13.86225 -14.93061
C 10.95308 26.66636 -12.67440
C 10.36793 24.73870 -11.20089
C 4.27209 19.80637 -12.17759
C 16.16674 20.40766 -15.19120
C 6.46812 15.33201 -14.59414
C 4.48698 23.80502 -13.67386
C 5.45072 14.61900 -15.53017
C 14.35972 14.67778 -10.24914
C 4.88177 21.19435 -12.32835
C 12.21980 20.56808 -17.21556
C 11.14995 14.25276 -10.46985
C 11.36131 13.90410 -8.97830
C 12.30231 16.19224 -8.32181
C 9.25884 24.97056 -13.39893
C 13.93630 14.25316 -8.82137
C 12.54327 22.16371 -13.87624
C 10.04553 14.00100 -15.09297
C 2.95504 24.42328 -11.93718
C 16.43573 19.65166 -16.50481
C 6.93016 13.43982 -12.90997
C 15.05367 13.53095 -8.09052
C 13.34310 23.36645 -11.87616
C 4.24837 23.62317 -12.16336
C 10.08304 23.25468 -11.06199
C 5.18922 21.43508 -13.80827
C 13.59387 15.48105 -7.97164
C 11.07448 22.34798 -11.83721
C 11.14948 15.20076 -8.19256
C 5.62458 22.88166 -14.12158
C 8.02732 12.81036 -15.94801
C 10.60574 25.17546 -12.63991
C 6.10100 16.81705 -14.57869
B 14.20001 19.93960 -16.23766
H 5.00931 19.04193 -12.44286
H 10.40305 14.19926 -16.11381
H 8.62914 12.28049 -13.45056
H 8.62618 25.85992 -13.40820
H 9.50498 24.77382 -14.45263
H 5.30957 24.40405 -10.32717
H 6.04980 20.84250 -10.54452
H 7.79085 13.25118 -16.91986
H 3.36843 19.62357 -12.75786
H 9.76299 25.38832 -10.56543
H 2.99369 25.42418 -12.36668
H 14.15610 23.90776 -12.37206
H 6.07153 20.82689 -14.04870
H 5.24388 14.66726 -12.95850
H 4.45731 21.12920 -14.56287
H 6.14643 17.30091 -15.55478
H 11.69543 15.17587 -10.67692
H 2.81086 21.40057 -10.65521
H 6.21578 12.68982 -13.26484
H 10.52501 13.03329 -14.93819
H 6.79180 20.31019 -11.97516
H 3.61885 23.39740 -14.19993
H 9.04742 22.99435 -11.28616
H 10.35263 12.77572 -7.45326
H 13.29840 22.61466 -14.51986
H 11.65926 21.80617 -11.09365
H 11.47295 13.46600 -11.16033
H 14.04966 15.70337 -10.44713
H 10.56328 21.58278 -12.42128
H 10.20479 15.61777 -8.53467
H 6.54526 23.01348 -13.55112
H 15.45086 14.64812 -10.30994
H 13.14164 23.88293 -10.93639
H 15.29431 12.57852 -8.56586
H 12.08660 17.01944 -7.63098
H 6.71110 17.39062 -13.88207
H 10.42002 14.77209 -14.41313
H 13.01049 21.24846 -13.51324
H 5.07565 16.85848 -14.20914
H 4.71258 15.32341 -15.90615
H 12.42482 16.84796 -9.19661
H 6.39375 24.04066 -11.57108
H 14.02166 14.05326 -11.07805
H 10.74011 27.06147 -13.67087
H 6.57084 15.59012 -12.43866
H 12.89436 25.35248 -14.17576
H 2.11007 23.88265 -12.37078
H 13.21423 12.48453 -10.39606
H 7.14317 12.32058 -15.54176
H 14.43363 16.15651 -7.80223
H 2.67119 24.55890 -10.88913
H 5.81762 22.94483 -15.19231
H 8.93391 13.91573 -12.82229
H 4.93814 13.76731 -15.08469
H 8.73190 24.03271 -13.20598
H 14.75079 13.23211 -7.08370
H 13.83763 22.43790 -11.55556
H 10.71829 11.85967 -8.79466
H 11.30399 24.86981 -10.62761
H 9.38870 12.94429 -9.05749
H 4.67492 24.83706 -13.95543
H 6.87998 22.01484 -11.67720
H 11.23036 14.96356 -7.12884
H 10.50141 27.31321 -11.92832
H 12.04425 26.73758 -12.59168
H 5.94317 14.17927 -16.40234
H 13.41872 15.05235 -6.97457
H 8.76887 12.04744 -16.17976
H 10.14672 14.46291 -10.86369
H 15.93593 14.16048 -7.97873
H 10.24466 22.98682 -10.01438
H 11.75349 21.89862 -14.58947
H 4.14102 19.57291 -11.11510
H 6.99382 13.27804 -11.83368
H 5.29118 25.41889 -11.68196
H 7.46893 15.32334 -16.94538
*
```

Entry 4:
Below is an isolated ion of composition C6H9N2S and charge +1 in a non-equilibrium geometry, with properties calculated with ωB97M-V/def2-TZVPD.

SMILES: C[C@H]([S-])CC1=[NH+]C=C=[NH+]1
Energy above the lowest of the compared OMol25 structures with the same formula, charge and spin, kcal per mole: 91.9
E_LUMO (alpha / beta), Eh: -0.225 / -0.211
HOMO energy (alpha / beta), eV: -13.0810 / -12.6923

ORCA input file:
```
! RIJCOSX wB97M-V def2-TZVPD def2/J DEFGRID3
* xyz 1 1
S 1.78788 0.57614 -0.89878
N -0.91186 0.84541 -1.65814
N -1.51124 -1.06674 -0.77461
C 1.94856 0.36770 1.95313
C -1.32345 0.04169 -2.62005
C -1.66993 -1.17032 -2.11466
C -0.29593 0.50283 0.79898
C -1.01985 0.13413 -0.44667
C 1.18216 -0.04999 0.67814
H -0.20367 1.50940 0.88441
H -1.84425 -1.79611 -0.08546
H 3.02928 0.52855 1.71318
H 1.43921 1.24703 2.22240
H 1.10879 -1.11757 0.27984
H -0.78998 0.10083 1.67900
H -1.89528 -2.15131 -2.57719
H 1.63944 -0.30410 2.76788
H -0.66986 1.80243 -1.80140
*
```